Density functional theory data (ωB97M-V/def2-TZVPD) for a 8-piece molecular cluster, C8H32O8 overall at a distorted geometry.

## Properties
LUMO, eV: 0.35
HOMO, eV: -9.431
Energy above the lowest of the compared OMol25 structures with the same formula, charge and spin, kcal per mole: 86.6
Spin multiplicity: 1
E_tot, eV: -25191.044
Kohn-Sham gap, eV: 9.8
SMILES: CO.CO.CO.CO.CO.CO.CO.CO

Atoms and positions in Å:
1 H -6.254 -0.165 0.340
2 C 1.171 -2.588 -3.009
3 H -1.331 -4.611 -1.769
4 C 2.487 1.130 -3.228
5 C -2.118 -4.266 -1.098
6 H 2.171 -2.907 -2.715
7 H -0.203 0.725 1.618
8 O 1.819 0.632 -2.089
9 H 0.490 2.182 3.615
10 H 1.861 -0.313 2.099
11 O 0.642 -1.814 -1.955
12 H 2.089 2.144 -3.259
13 H -0.312 2.867 -1.394
14 H 0.836 3.644 2.595
15 O -5.564 -0.674 -0.092
16 H 2.533 -0.739 4.849
17 H 3.712 -1.194 3.673
18 H -3.962 0.487 0.541
19 H 0.735 -1.469 0.123
20 H 2.214 0.547 -4.107
21 H 1.120 3.715 4.327
22 H 2.040 1.083 -1.271
23 H -2.487 -5.041 -0.427
24 O 2.475 2.743 3.234
25 H 1.056 -0.948 -1.981
26 H 0.458 4.313 -1.749
27 H 2.016 -1.855 3.709
28 O -1.721 -3.236 -0.219
29 H 3.563 1.016 -3.093
30 O -1.611 4.330 -1.939
31 H 2.577 1.811 3.023
32 H 1.091 -2.039 -3.948
33 H -1.909 3.625 -2.518
34 O 2.104 0.048 2.955
35 C -0.441 3.941 -1.259
36 C -4.300 -0.549 0.586
37 H -3.512 -1.211 0.227
38 C 2.651 -0.974 3.791
39 C 1.129 3.051 3.462
40 H -2.929 -3.918 -1.737
41 H -4.359 -0.761 1.654
42 H -0.168 0.593 -0.161
43 H 0.446 -3.398 -3.085
44 H -1.262 -0.505 0.821
45 C -0.324 0.049 0.771
46 H -0.559 4.118 -0.190
47 O 0.806 -0.856 0.858
48 H -0.965 -2.764 -0.578

Density functional theory data (ωB97M-V/def2-TZVPD) for a 8-piece molecular cluster, C8H34N2O8 overall at a distorted geometry.

## Properties
LUMO, eV: -0.13
HOMO, eV: -8.922
Energy above the lowest of the compared OMol25 structures with the same formula, charge and spin, kcal per mole: 47.1
Spin multiplicity: 1
E_tot, eV: -28205.747
Kohn-Sham gap, eV: 8.8
SMILES: COC[C@H](C)N.COC[C@H](C)N.O.O.O.O.O.O

Atoms and positions in Å:
1 H 3.639 -2.131 0.113
2 H 0.864 1.267 -3.044
3 C -3.090 -1.816 0.963
4 H 1.908 4.223 1.284
5 C 4.229 -1.221 0.219
6 H 1.732 -1.155 -0.772
7 O -0.240 1.472 -1.211
8 H -4.565 -3.301 0.873
9 H -0.285 1.791 -0.309
10 H 4.162 1.827 -0.483
11 H 4.832 -1.273 1.126
12 C 3.645 1.409 0.381
13 O 2.535 2.245 0.647
14 O -0.069 2.793 1.046
15 H 4.372 1.434 1.193
16 H -0.591 0.351 2.734
17 O -1.840 -3.862 0.661
18 N 2.236 -0.296 -0.944
19 H -2.764 0.210 -2.344
20 H -5.160 -1.753 1.500
21 H -2.386 -5.786 0.523
22 O -0.089 0.193 1.935
23 H 3.473 3.938 1.801
24 O 1.223 1.108 -3.916
25 H -2.832 0.099 -0.836
26 C 2.784 3.633 1.013
27 H -3.439 0.063 1.529
28 H -3.567 -4.839 -0.189
29 H 2.573 -0.387 1.156
30 C 3.110 -0.104 0.251
31 H -1.133 1.192 -1.412
32 H 4.962 -1.075 -0.574
33 H -4.788 -1.954 -0.277
34 H 0.435 3.520 -1.630
35 H -1.973 -5.201 -1.024
36 O -2.653 0.720 -1.542
37 O 0.870 4.205 -2.138
38 H -0.553 2.059 1.423
39 H -1.189 -1.926 0.287
40 C -2.059 -2.557 0.103
41 C -4.524 -2.219 0.747
42 N -2.885 -0.404 0.825
43 H 1.615 0.500 -0.965
44 C -2.482 -4.902 -0.107
45 H -2.163 -2.507 -0.981
46 H -1.940 -0.161 1.084
47 H 0.826 2.468 0.952
48 H 1.088 1.932 -4.385
49 H 1.459 4.629 -1.514
50 H 0.523 -0.505 2.170
51 H 3.042 4.043 0.037
52 H -2.877 -1.989 2.018

Density functional theory data (ωB97M-V/def2-TZVPD) for a 12-piece molecular cluster, C8H38F3N4O11 overall at a distorted geometry.

## Properties
LUMO, eV: -2.95
HOMO, eV: -11.287
Net charge: +1
Spin multiplicity: 1
E_tot, eV: -45542.712
Kohn-Sham gap, eV: 8.3

Atoms and positions in Å:
1 H -1.944 0.472 -1.332
2 C 1.984 -0.059 0.329
3 H 7.620 3.710 1.470
4 H -1.080 -0.355 1.428
5 N -3.931 3.010 1.244
6 H 6.422 4.150 2.302
7 C 0.044 0.890 -0.675
8 H -2.185 -6.716 -0.117
9 H -2.385 8.213 -1.642
10 O 6.303 1.146 -0.453
11 H 0.305 1.625 0.076
12 C -0.108 -1.217 0.029
13 O -3.581 7.199 -3.154
14 O -3.676 1.277 3.818
15 H -1.541 1.724 1.471
16 H -3.358 0.401 4.062
17 H -2.920 6.775 -3.713
18 H 2.383 0.857 -0.064
19 H 1.462 -8.970 -0.371
20 H -3.965 1.711 -0.352
21 O 1.868 -6.881 -1.844
22 H -4.636 1.185 3.805
23 C -1.959 1.759 0.467
24 O 6.696 3.497 1.649
25 H -3.574 3.768 0.671
26 H -1.990 -5.485 -0.993
27 O 1.745 -3.987 -1.623
28 H -0.778 -2.978 0.577
29 H 1.099 -7.366 -2.167
30 H 6.306 1.784 0.272
31 H 1.180 -10.343 -0.984
32 O -3.208 5.582 -0.733
33 H -1.669 2.709 0.037
34 H -3.000 6.039 0.090
35 F 3.613 -1.411 2.445
36 H 1.727 0.144 1.368
37 C 3.110 -1.096 0.239
38 H -2.438 8.265 -0.116
39 H 1.530 -4.933 -1.672
40 O -1.845 -5.814 -0.097
41 H 0.774 -3.048 -0.204
42 H 0.277 1.373 -1.617
43 C -3.488 1.759 0.621
44 O -3.377 -3.033 -0.277
45 N 0.810 -0.398 -0.525
46 H 1.586 -3.656 -2.514
47 O 1.341 -9.421 -1.216
48 H -3.913 6.110 -1.128
49 H -3.322 -3.800 0.308
50 O -1.947 8.600 -0.872
51 F 4.165 0.432 1.624
52 H 3.621 -0.939 -0.700
53 H -3.806 0.934 1.239
54 H -3.536 3.099 2.174
55 H -2.792 -2.382 0.128
56 C -1.457 0.594 -0.377
57 N -0.012 -2.486 0.139
58 H 2.736 -2.109 0.290
59 H 2.607 -7.469 -2.036
60 F 5.264 -1.305 1.103
61 N -1.314 -0.606 0.466
62 H -3.872 7.962 -3.668
63 C 4.082 -0.836 1.360
64 H 5.946 0.345 -0.061